This record from the OMol25 dataset describes 15 unconnected molecules or ions with the total composition C4H37NO15 at a distorted geometry. The level of theory is ωB97M-V with the def2-TZVPD basis set.

The calculation puts the energy above the lowest of the compared OMol25 structures with the same formula, charge and spin at 771.8 kJ/mol. For the orbital gap, the calculation gives 10.47 eV.

The geometry in XYZ format:
```
57
Properties=species:S:1:pos:R:3:forces:R:3:nbo_charge:R:1
C -1.63076 2.41147 -1.24775 1.2 -0.9 1.9 -0.63
C -1.34635 0.83498 -1.30028 4.2 5.0 -0.9 -0.22
N -0.25647 0.47235 -0.32163 -1.2 -1.2 -1.2 -0.68
C -0.11460 -0.98051 -0.46781 4.4 -1.1 0.4 -0.37
C 0.52649 -1.84326 0.73031 -1.2 0.6 1.3 0.44
O -0.17168 -2.24212 1.66502 0.8 0.6 -1.8 -0.56
H -2.02599 2.67270 -2.18083 -1.3 0.4 -1.2 0.21
H -0.60423 2.94724 -1.34272 -1.6 -0.7 1.0 0.20
H -2.34347 2.71383 -0.36247 1.8 -0.3 -1.9 0.21
H -0.95944 0.74187 -2.33142 0.4 -0.3 0.4 0.18
H -2.20430 0.32828 -1.32448 -3.2 -2.3 0.9 0.21
H -0.65127 0.51023 0.59196 -0.4 0.7 0.9 0.40
H -0.96874 -1.46353 -0.69757 -3.5 -1.4 0.0 0.22
H 0.44039 -1.24905 -1.38182 0.3 0.7 0.5 0.23
H 1.61477 -2.08876 0.83216 -0.9 0.1 -0.5 0.15
H -2.03288 -1.95042 1.69680 5.2 -1.7 -0.6 0.50
H -3.25956 -2.35355 2.81160 2.3 1.0 -2.4 0.51
O -2.85484 -1.84796 2.01668 -7.4 0.5 3.5 -1.02
H -2.77928 0.79436 1.87000 -0.3 -0.7 -0.1 0.48
H -3.43176 1.79002 1.10117 -2.2 0.4 -2.5 0.48
O -2.84085 1.74350 1.79263 1.5 0.3 2.4 -0.95
H 3.67839 -0.85480 -1.24850 0.1 0.0 0.2 0.50
H 2.89855 -1.55447 -0.17680 -0.1 0.2 2.2 0.48
O 3.17457 -1.65055 -1.05076 0.6 -0.8 -2.8 -0.97
H 0.51831 1.97091 3.60007 2.0 1.1 0.2 0.50
H 0.61645 3.43614 3.60928 -0.5 1.6 -0.1 0.47
O 1.22056 2.72083 3.69393 -1.4 -2.5 0.8 -0.98
H 1.50672 0.91912 -0.73777 -0.3 0.6 -0.1 0.50
H 2.73709 1.86803 -0.91430 1.0 3.9 1.4 0.48
O 2.40115 1.06045 -1.10843 -1.1 -4.3 -1.2 -1.02
H 1.84904 -2.21005 -2.18212 2.2 0.4 2.1 0.51
H 1.78293 -2.23811 -3.70816 0.4 0.1 0.0 0.49
O 1.27850 -2.32863 -2.89780 -2.0 -0.5 -2.9 -0.98
H -3.41361 -1.17671 0.03590 -0.4 1.9 -0.4 0.52
H -4.53519 -0.46778 0.72431 1.2 0.8 -1.1 0.48
O -3.77754 -0.23207 0.10523 -1.3 -2.4 1.0 -0.99
H -0.70722 -4.49435 -2.72685 0.2 0.1 -0.2 0.48
H -0.21856 -3.10461 -3.42678 -2.7 -2.2 1.8 0.52
O -1.07257 -3.68019 -3.08999 2.7 1.5 -1.5 -1.01
H 2.18435 2.79241 2.12482 -1.0 -0.5 0.8 0.52
H 1.14960 1.98686 1.19949 -1.8 -2.0 0.8 0.47
O 1.87838 2.53586 1.25570 3.2 2.0 -2.4 -1.00
H 3.29421 0.00036 -2.78045 1.2 1.1 -1.0 0.48
H 3.90254 1.37699 -2.82868 0.1 -0.1 -0.2 0.47
O 4.04218 0.50726 -3.22133 -1.2 -1.0 0.8 -0.94
H -2.22371 -2.94933 -1.99191 0.5 -1.7 0.1 0.49
H -2.31641 -1.68645 -2.54919 -0.9 0.3 0.6 0.46
O -2.76558 -2.19053 -1.83521 -0.1 1.7 -0.5 -0.96
H -1.31989 0.66968 2.73475 -3.8 -0.9 1.6 0.48
H -0.60780 1.87721 1.95261 -0.7 -3.0 2.0 0.52
O -0.51081 0.91420 2.44123 4.7 4.1 -2.6 -1.00
H 3.61834 -0.16475 2.02914 0.7 0.4 0.8 0.49
H 2.71717 0.03665 0.83755 0.3 0.1 0.2 0.49
O 3.09910 -0.65287 1.41271 -0.8 0.1 -0.7 -0.97
H 0.15536 3.47995 0.97202 2.5 -0.4 -0.6 0.48
H -1.04060 4.12007 0.86360 -4.9 3.5 -4.9 0.46
O -0.57977 3.73421 1.47916 2.6 -2.8 5.7 -0.92
```
Forces are in eV/Å.

=====

This record from the OMol25 dataset describes 15 unconnected molecules or ions with the total composition C4H37NO16 at a distorted geometry. The level of theory is ωB97M-V with the def2-TZVPD basis set.

The calculation puts the energy above the lowest of the compared OMol25 structures with the same formula, charge and spin at 487.3 kJ/mol. For the orbital gap, the calculation gives 10.44 eV.

The geometry in XYZ format:
```
58
Properties=species:S:1:pos:R:3:forces:R:3:nbo_charge:R:1
C -1.23775 -0.99561 -1.36590 -0.3 0.7 1.0 -0.07
O -2.65625 -1.18437 -1.14435 1.2 0.1 -0.1 -0.77
C -0.78027 0.45972 -1.54534 -0.6 0.3 -0.1 -0.09
C -0.82763 1.26232 -0.18799 0.7 0.3 -1.6 -0.54
C -1.39712 2.67703 -0.41625 -1.1 -1.5 1.7 0.45
O -2.59377 2.88650 -0.30043 1.7 0.7 -0.5 -0.53
N 0.54404 0.40325 -2.17675 -0.3 0.5 -0.4 -0.83
H -0.75048 -1.29331 -0.43480 0.5 -0.8 -0.5 0.18
H -1.00198 -1.55753 -2.25940 0.5 -0.3 0.2 0.21
H -2.97282 -0.35787 -0.76567 -1.1 0.4 -0.1 0.51
H -1.47391 0.97446 -2.21911 0.1 -0.2 -0.3 0.21
H -1.32687 0.60977 0.52686 -0.3 0.7 0.4 0.24
H 0.20498 1.47744 0.08595 0.1 -0.5 0.5 0.22
H -0.61313 3.44611 -0.52679 -0.4 0.3 -0.4 0.16
H 0.63677 1.20707 -2.78029 0.0 0.1 -0.4 0.38
H 1.25824 0.57529 -1.49726 0.0 0.0 1.0 0.33
H 1.75748 1.01294 4.53897 0.4 0.3 -0.9 0.50
H 2.52092 0.75126 3.09217 -0.7 0.2 1.1 0.49
O 2.36178 0.45086 4.02030 0.3 -0.6 -0.3 -1.03
H 1.42382 -0.86652 1.80386 0.5 -0.5 -0.1 0.49
H 1.84170 -1.53869 3.04353 -0.1 0.1 1.1 0.51
O 1.77630 -1.72387 2.11184 -0.5 0.7 -0.6 -0.97
H 2.51852 2.67960 -0.19809 1.1 0.5 0.3 0.50
H 3.13778 4.12062 -0.71625 0.5 -0.7 0.2 0.49
O 2.37763 3.58334 -0.50176 -1.6 0.2 -0.3 -0.99
H -2.89849 2.07933 -4.40866 -0.2 -0.6 0.0 0.47
H -3.51073 0.60958 -4.01717 0.3 0.8 -0.2 0.51
O -3.64273 1.59565 -4.02689 -0.2 0.1 0.3 -1.01
H 3.44510 0.74311 0.60446 0.4 -0.2 0.6 0.51
H 3.79439 1.42154 1.93147 0.9 0.3 0.3 0.48
O 3.05547 1.24614 1.36642 -1.2 -0.1 -0.9 -1.02
H -2.76694 -1.54610 0.83306 -0.7 -0.2 0.2 0.50
H -3.95655 -1.50118 1.88117 0.4 0.0 -0.3 0.49
O -3.09693 -1.12295 1.64896 0.2 0.2 -0.1 -0.98
H -4.32880 1.36753 -1.83951 -0.2 -0.2 0.2 0.49
H -3.60228 1.54676 -0.54178 -0.8 0.2 0.2 0.48
O -4.36989 1.06419 -0.91232 0.6 -0.2 -0.5 -0.98
H 4.84666 -0.15203 -1.05123 -0.3 0.1 0.2 0.50
H 4.48576 -1.14177 0.09203 -0.1 0.3 0.2 0.51
O 4.66203 -0.19461 -0.10150 0.3 -0.2 -0.2 -1.00
H -0.24779 1.21058 4.85002 -0.3 -0.2 -0.1 0.48
H 0.02125 2.36149 5.81412 0.1 -0.1 -0.5 0.48
O 0.21171 2.04924 4.91219 0.0 0.3 0.6 -0.94
H -1.11218 -3.98752 0.88577 0.0 0.1 0.2 0.49
H -1.68599 -4.24100 -0.50762 0.6 0.7 0.4 0.48
O -1.15186 -3.59384 0.00655 -0.6 -1.0 -0.5 -0.96
H -0.17947 -2.29299 1.86883 -0.1 -0.3 1.1 0.47
H -1.45483 -1.62751 2.35096 0.7 -1.6 1.1 0.49
O -0.78310 -2.33475 2.64456 -0.9 1.7 -1.7 -0.98
H 2.64974 0.21456 -2.21478 1.4 0.4 -0.3 0.46
H 3.16721 -0.90177 -2.87409 0.6 -0.7 -0.6 0.47
O 3.52660 -0.06269 -2.57949 -1.8 0.2 0.3 -0.93
H 3.32759 -2.42539 1.75121 0.5 0.5 -1.0 0.51
H 3.40066 -3.24422 0.50147 0.4 0.2 -0.1 0.47
O 3.90139 -2.54835 0.95326 -0.3 -1.0 0.4 -0.98
H -2.93245 -1.16629 -2.78948 -0.5 0.6 -1.1 0.50
H -4.15985 -1.47330 -3.51872 -0.7 -0.1 -0.5 0.48
O -3.34266 -1.01124 -3.70034 0.8 -0.7 1.2 -0.97
```
Forces are in eV/Å.

=====

This record from the OMol25 dataset describes 15 unconnected molecules or ions with the total composition C4H37NO16 at a distorted geometry. The level of theory is ωB97M-V with the def2-TZVPD basis set.

The calculation puts the energy above the lowest of the compared OMol25 structures with the same formula, charge and spin at 1021.6 kJ/mol. For the orbital gap, the calculation gives 9.32 eV.

The geometry in XYZ format:
```
58
Properties=species:S:1:pos:R:3:forces:R:3:nbo_charge:R:1
O 2.34829 1.02001 -1.16806 -1.8 0.6 2.2 -0.60
C 1.97608 0.76188 -0.01702 0.7 0.1 -3.0 0.47
C 0.53109 0.64846 0.42317 -2.3 3.3 -1.1 -0.20
C 0.14468 -0.72369 0.92853 0.5 -2.7 -0.5 0.08
C -1.23975 -1.27756 0.66944 -1.9 0.7 -1.0 -0.65
O 0.16522 -0.69201 2.33854 -2.4 -0.6 -0.3 -0.73
N 0.50016 1.65356 1.50845 0.7 0.9 2.5 -0.88
H 2.81742 0.54989 0.63590 -0.6 0.2 0.7 0.12
H -0.21692 1.11410 -0.46852 2.4 -1.7 2.1 0.25
H 0.89204 -1.45991 0.46598 -0.5 0.8 0.9 0.15
H -1.85903 -0.53995 1.32885 0.8 -2.1 -1.8 0.25
H -1.48591 -2.37355 0.95133 1.1 2.0 -0.1 0.26
H -1.45341 -1.22203 -0.47461 0.0 0.2 1.9 0.20
H -2.92852 -3.52967 -0.53432 0.2 0.3 1.3 0.46
H -0.29584 2.25484 1.67881 -0.3 0.0 -1.9 0.39
H 0.40987 1.29074 2.49706 1.1 -0.6 -1.8 0.38
H -3.35317 -0.00164 -2.44037 0.8 0.7 -0.6 0.46
H -3.97045 -0.54437 -1.22976 -0.4 0.1 1.2 0.49
O -3.95733 -0.67540 -2.17119 -0.4 -0.7 -0.4 -0.96
H 1.49693 -3.43773 0.61756 0.0 -0.4 1.4 0.47
H 1.00629 -0.80626 2.65452 3.3 -0.4 1.2 0.46
O 1.86818 -3.93587 1.39430 -0.6 1.1 -1.5 -0.93
H -1.12783 1.30134 -4.09746 -1.7 -0.5 -0.3 0.51
H -2.64989 0.81803 -4.44800 -1.6 -1.3 -3.1 0.49
O -2.06978 1.14392 -3.83778 3.2 1.8 3.5 -0.99
H -2.04040 1.46498 -0.01627 0.1 0.6 0.9 0.52
H -2.51886 2.22468 1.23950 0.1 -0.3 -0.4 0.48
O -2.04309 1.42003 0.96994 -1.3 0.4 0.7 -0.98
H 3.50601 0.88499 3.65898 1.2 2.4 -1.3 0.46
H 3.25338 0.89018 2.31040 -0.4 0.0 -1.5 0.46
O 3.70171 1.52476 2.85817 -0.6 -2.3 3.1 -0.93
H 2.48170 -4.46966 0.89316 0.6 -0.7 0.2 0.47
H -2.23124 -4.24849 -1.42060 0.9 -1.5 -3.4 0.47
O -2.12853 -4.08388 -0.52671 -1.1 1.1 2.0 -0.93
H -3.46588 -1.02300 3.52231 -4.6 1.4 1.1 0.46
H -2.04853 -0.61627 3.74380 0.4 0.4 0.2 0.48
O -2.62722 -1.26802 3.36456 4.0 -1.8 -1.0 -0.92
H -2.27178 2.35796 -1.88147 -1.0 0.0 -2.0 0.50
H -1.28907 3.40871 -1.25832 1.3 1.7 -0.9 0.51
O -1.74100 2.60338 -1.16250 -1.1 -2.0 1.6 -0.99
H 4.06070 -0.45614 -1.62530 -1.5 0.7 -2.2 0.47
H 2.95800 0.13558 -2.63549 -2.2 2.4 0.5 0.49
O 3.63692 -0.45383 -2.53783 4.4 -3.9 0.8 -0.95
H -3.38355 0.38495 1.13282 -1.5 -0.4 -0.8 0.50
H -4.67016 -0.59472 1.24115 0.6 0.9 -0.6 0.47
O -4.28117 0.14579 0.72052 0.4 -0.7 1.1 -1.01
H 3.70088 3.59550 -0.10591 0.2 -0.3 -0.6 0.47
H 2.45914 4.44063 0.07653 2.1 -1.8 -3.4 0.45
O 3.02610 3.93102 -0.72077 -2.0 2.1 4.2 -0.92
H 3.99405 -1.09500 1.23551 4.1 -1.1 -1.9 0.51
H 2.83993 -1.83571 2.16269 -0.6 -4.4 1.6 0.52
O 3.24660 -1.19029 1.70284 -3.3 4.8 0.6 -1.01
H 0.97120 3.18325 -1.67921 -0.8 0.9 -0.1 0.51
H 0.59692 4.11222 -0.58917 -0.4 0.2 -0.6 0.47
O 0.32281 3.92337 -1.50857 1.7 -0.5 0.7 -0.95
H 0.07838 -3.99734 -1.90367 0.0 1.3 1.0 0.48
H -0.48926 -3.53212 -3.41895 1.0 -1.1 2.3 0.49
O -0.18605 -4.24530 -2.76587 -1.1 -0.2 -3.4 -0.98
```
Forces are in eV/Å.

=====

This record from the OMol25 dataset describes 14 unconnected molecules or ions with the total composition C4H38N2O14 at a distorted geometry. The level of theory is ωB97M-V with the def2-TZVPD basis set.

As for the expectation value of S²: 0.76. The total charge is +1. The multiplicity is 2. The calculation puts the energy above the lowest of the compared OMol25 structures with the same formula, charge and spin at 183.2 kJ/mol. For the orbital gap (alpha / beta), the calculation gives 10.60 / 5.52 eV.

The geometry in XYZ format:
```
58
Properties=species:S:1:pos:R:3:forces:R:3:nbo_charge:R:1
C 0.12004 -0.07106 -0.02491 -0.3 -1.4 -0.5 -0.30
C -0.01036 -0.72609 -1.43106 1.3 -0.5 -0.3 -0.49
C -0.33149 0.32019 -2.52967 2.4 0.6 0.4 -0.04
O -1.66037 0.41314 -2.71542 -3.7 1.4 0.6 -0.71
N 1.33194 0.77281 0.11453 -3.0 1.7 -0.8 -0.35
C 1.17659 1.94604 1.12610 -0.3 -1.3 1.5 -0.08
N 1.07271 3.14342 0.35897 -0.2 -1.5 2.9 -0.63
H 0.13416 -0.83785 0.83588 -0.3 1.2 -1.4 0.24
H -0.92462 0.41168 -0.03671 1.8 0.3 0.9 0.27
H 0.90896 -1.31079 -1.72297 -1.1 0.5 0.5 0.27
H -0.90482 -1.37941 -1.35315 0.8 0.1 -0.1 0.26
H 0.02469 1.35694 -2.29038 0.4 -1.1 0.3 0.11
H 0.09081 0.13506 -3.52074 0.3 -0.5 0.4 0.22
H -2.05875 0.89784 -1.94934 0.3 -0.1 -0.8 0.49
H 1.64710 1.08784 -0.83624 0.4 -0.6 0.7 0.45
H 1.97854 1.85251 1.91725 -0.6 0.4 -1.1 0.23
H 0.14959 1.75005 1.60300 1.7 0.4 -0.3 0.21
H 1.42704 3.11408 -0.53692 1.3 0.3 -2.1 0.38
H 0.11703 3.38820 0.34482 -1.1 0.7 -0.3 0.40
H -2.13864 -3.89076 1.22037 -1.1 -0.2 -3.0 0.49
H -1.02325 -3.93472 2.12511 0.2 0.0 0.6 0.47
O -1.97353 -3.79228 2.11896 0.8 0.4 3.3 -0.95
H 0.95135 -1.33469 2.22237 -0.6 0.0 -0.3 0.43
H 1.74334 -1.13347 3.46717 -0.5 -1.3 -0.3 0.51
O 1.46535 -1.84722 2.83217 1.9 0.1 0.0 -0.94
H -3.91848 -1.66497 -2.21488 -5.5 -0.4 -2.7 0.47
H -2.67544 -0.73033 -2.12865 -0.7 -0.9 -0.5 0.49
O -3.12707 -1.56001 -1.86018 5.8 0.5 3.1 -0.99
H 3.00306 -0.90573 -0.90531 0.0 -0.4 -1.1 0.50
H 4.04280 -0.18752 -1.67288 -2.3 -1.1 -0.9 0.47
O 3.10966 -0.60153 -1.84415 2.6 1.4 1.5 -0.98
H 2.49440 -3.51228 -0.75794 0.6 -0.9 -0.5 0.49
H 2.49181 -2.87803 0.64552 0.0 -0.8 0.2 0.48
O 2.13541 -2.81453 -0.23978 -1.0 1.1 0.5 -0.96
H -2.29365 -2.12998 2.57732 0.5 1.4 0.2 0.52
H -3.17231 -0.97684 3.15320 1.8 0.0 -0.4 0.49
O -2.23567 -1.12696 2.81897 -2.1 -1.5 0.0 -1.04
H -2.82785 3.49597 0.47622 -0.3 -0.4 -0.3 0.49
H -1.51269 4.13974 -0.02622 -1.2 0.1 0.5 0.46
O -2.10688 4.05298 0.75635 1.7 0.6 -0.4 -0.95
H 3.41950 1.71814 -2.95807 0.4 0.4 0.2 0.51
H 2.75321 3.13336 -2.60492 1.4 2.3 0.8 0.47
O 2.65144 2.28734 -2.94070 -2.0 -2.6 -0.8 -0.97
H 0.68569 4.29195 -2.32131 -1.5 -0.1 0.5 0.48
H 0.14351 2.93663 -2.54581 -0.6 0.4 0.2 0.48
O -0.08796 3.73292 -2.02389 2.0 0.3 -1.2 -0.95
H -2.26277 -3.24358 -1.08989 -2.2 2.9 -2.7 0.50
H -1.18897 -4.09096 -0.81300 0.2 -0.6 0.6 0.47
O -2.00898 -3.77992 -0.40837 2.0 -2.3 1.2 -0.94
H 3.14171 -1.40136 1.21716 0.8 1.1 0.1 0.48
H 2.91285 0.03947 0.80643 0.5 -0.1 0.2 0.45
O 3.62856 -0.61802 0.85551 -0.9 -0.6 0.5 -0.91
H -2.15947 1.22410 0.96444 -2.0 0.1 -0.4 0.49
H -3.70564 1.12585 0.45851 -1.0 -0.9 0.8 0.51
O -2.84445 1.45216 0.28370 2.6 0.5 -0.5 -0.98
H 0.15094 0.30039 3.39784 0.0 -1.1 2.7 0.42
H -0.61937 -0.86790 3.82662 0.1 -0.1 1.0 0.51
O 0.10616 -0.32514 4.22542 -0.8 2.2 -2.9 -0.93
```
Forces are in eV/Å.